{
  "formula": "C24H53IrN11",
  "method": "the ωB97M-V functional and the def2-TZVPD basis",
  "gap_ha": [0.3138, 0.1641],
  "lumo_ev": [-9.5856, -14.3991],
  "e_above_lowest_kcal_mol": 13.8,
  "s2": 8.8057,
  "total_charge": 4,
  "multiplicity": 6,
  "homo_ev": [-18.12, -18.86],
  "species": ["Ir", "C", "N", "C", "C", "N", "C", "C", "N", "C", "C", "N", "C", "N", "C", "C", "N", "C", "C", "C", "C", "N", "C", "N", "C", "C", "N", "C", "C", "N", "C", "C", "H", "H", "H", "H", "H", "H", "H", "H", "H", "H", "H", "H", "H", "H", "H", "H", "H", "H", "H", "H", "H", "H", "H", "H", "H", "H", "H", "H", "H", "H", "H", "H", "H", "H", "H", "H", "H", "H", "H", "H", "H", "H", "H", "H", "H", "H", "H", "H", "C", "C", "C", "N", "H", "H", "H", "H", "H"],
  "coordinates": [[-0.12, 0.35, -0.48], [-1.08, 4.87, 2.19], [-1.47, 4.66, 0.82], [-2.39, 5.63, 0.26], [-0.93, 3.64, -0.01], [-1.00, 2.37, 0.32], [-1.83, 1.90, 1.43], [-0.96, 1.18, 2.45], [-0.11, 0.13, 1.85], [1.30, 0.25, 2.32], [2.05, 1.23, 1.44], [1.99, 0.71, 0.08], [3.13, 0.48, -0.60], [4.21, 1.27, -0.45], [5.58, 0.75, -0.48], [4.10, 2.70, -0.18], [3.19, -0.55, -1.46], [4.03, -0.52, -2.65], [2.51, -1.81, -1.19], [-0.60, -1.24, 2.11], [-1.99, -1.49, 1.56], [-2.04, -1.21, 0.14], [-3.08, -1.68, -0.54], [-2.98, -1.67, -1.92], [-4.14, -1.42, -2.76], [-1.88, -2.39, -2.55], [-4.22, -2.17, -0.02], [-4.91, -1.60, 1.14], [-4.95, -3.26, -0.67], [-0.39, 4.08, -1.14], [-0.23, 3.22, -2.30], [0.21, 5.42, -1.26], [-0.70, 5.89, 2.30], [-0.31, 4.17, 2.50], [-1.95, 4.80, 2.85], [-3.27, 5.68, 0.91], [-2.69, 5.36, -0.75], [-1.95, 6.63, 0.26], [-2.57, 1.22, 1.01], [-2.39, 2.69, 1.93], [-1.58, 0.77, 3.25], [-0.30, 1.91, 2.92], [1.78, -0.72, 2.24], [1.33, 0.55, 3.37], [3.07, 1.33, 1.81], [1.58, 2.22, 1.49], [5.58, -0.33, -0.54], [6.09, 1.04, 0.44], [6.14, 1.16, -1.32], [3.07, 3.02, -0.26], [4.69, 3.24, -0.92], [4.50, 2.96, 0.80], [4.42, 0.47, -2.82], [3.43, -0.81, -3.52], [4.87, -1.22, -2.59], [3.05, -2.40, -0.44], [2.47, -2.40, -2.10], [1.49, -1.66, -0.83], [-0.61, -1.44, 3.19], [0.10, -1.94, 1.65], [-2.72, -0.90, 2.12], [-2.24, -2.54, 1.74], [-4.92, -0.92, -2.19], [-4.54, -2.33, -3.20], [-3.83, -0.77, -3.58], [-2.12, -3.45, -2.63], [-0.97, -2.28, -1.95], [-1.72, -2.00, -3.55], [-4.63, -0.57, 1.31], [-4.73, -2.20, 2.04], [-5.98, -1.63, 0.94], [-4.34, -3.77, -1.41], [-5.88, -2.90, -1.14], [-5.22, -3.98, 0.10], [-1.05, 2.50, -2.36], [0.72, 2.68, -2.27], [-0.24, 3.84, -3.19], [0.42, 5.85, -0.29], [-0.42, 6.10, -1.84], [1.16, 5.32, -1.79], [1.31, 1.30, -5.71], [0.58, 0.05, -5.20], [0.33, 0.09, -3.77], [0.15, 0.13, -2.63], [1.54, 1.15, -6.77], [2.25, 1.47, -5.18], [0.69, 2.19, -5.63], [1.15, -0.85, -5.42], [-0.38, -0.05, -5.71]],
  "mulliken_charge": [2.9328, -0.6748, 0.2465, -0.9107, 0.2312, -0.5986, -0.9929, -0.9551, -0.2059, -1.5203, -0.7015, 0.0198, -0.0217, 0.2081, -1.1134, -0.9441, 0.2870, -1.2540, -0.5634, -1.8148, -0.8527, -0.1167, -0.0278, 0.5957, -1.0406, -0.9486, 0.1481, -1.0525, -1.0871, 0.1452, -1.2362, -1.1658, 0.4084, 0.1689, 0.4017, 0.4261, 0.3488, 0.4084, 0.1850, 0.6913, 0.4974, 0.4217, 0.4517, 0.4273, 0.8540, 0.1792, 0.3372, 0.4034, 0.3877, 0.1271, 0.4156, 0.3595, 0.3907, 0.3676, 0.4061, 0.3368, 0.3751, -0.1528, 0.5005, 0.4969, 0.4099, 0.7988, 0.4309, 0.4379, 0.3480, 0.2291, 0.2727, 0.3497, 0.3152, 0.3713, 0.4234, 0.3609, 0.4247, 0.4258, 0.4199, 0.2228, 0.5403, 0.4090, 0.3719, 0.4554, -1.2135, -0.4919, 0.1824, 0.0513, 0.4021, 0.3182, 0.3258, 0.3669, 0.4042]
}

---

{
  "formula": "C40H52Cl3F4N2O19S",
  "method": "the ωB97M-V functional and the def2-TZVPD basis",
  "gap_ha": 0.3347,
  "lumo_ev": -2.7728,
  "total_charge": 1,
  "homo_ev": -11.88,
  "species": ["C", "C", "C", "O", "N", "C", "C", "C", "C", "O", "C", "C", "O", "C", "C", "C", "C", "C", "C", "C", "C", "C", "C", "S", "O", "O", "O", "C", "Cl", "C", "C", "C", "C", "O", "C", "N", "C", "Cl", "C", "C", "Cl", "H", "H", "H", "H", "H", "H", "H", "H", "H", "H", "H", "H", "H", "H", "H", "H", "H", "H", "H", "H", "H", "H", "H", "H", "H", "H", "H", "H", "H", "H", "H", "H", "H", "H", "H", "H", "H", "H", "H", "H", "C", "C", "O", "C", "O", "O", "F", "H", "H", "H", "C", "C", "O", "C", "O", "O", "F", "H", "H", "H", "C", "C", "O", "C", "O", "O", "F", "H", "H", "H", "C", "C", "O", "C", "O", "O", "F", "H", "H", "H"],
  "coordinates": [[-1.44, 4.09, -4.63], [-1.53, 2.64, -5.16], [-0.22, 1.88, -5.06], [0.45, 2.08, -3.80], [-0.14, 1.31, -2.76], [-0.69, 2.28, -1.75], [-0.40, 1.96, -0.27], [-1.25, 2.90, 0.65], [-1.83, 4.12, -0.01], [-2.97, 4.47, 0.14], [1.09, 2.41, -0.07], [1.90, 1.91, 1.12], [1.48, 1.91, 2.25], [3.34, 1.55, 0.87], [3.79, 0.29, 0.48], [5.14, 0.02, 0.30], [6.08, 1.02, 0.54], [5.64, 2.28, 0.93], [4.28, 2.55, 1.10], [-0.68, 0.44, -0.06], [-0.66, 0.02, 1.44], [0.44, -0.93, 1.94], [0.25, -2.43, 1.64], [1.15, -3.29, 2.92], [0.46, -3.13, 4.16], [2.52, -2.88, 2.94], [1.04, -4.83, 2.53], [-2.07, -0.02, -0.63], [-2.25, -1.80, -0.39], [-3.33, 0.65, -0.04], [-4.62, -0.11, -0.37], [0.42, -0.29, -0.88], [0.75, 0.20, -2.31], [2.13, 0.56, -2.26], [2.76, 0.74, -3.38], [3.24, 0.87, -4.40], [0.65, -0.96, -3.34], [-1.03, -1.55, -3.44], [1.67, -2.11, -2.95], [2.65, -2.38, -4.12], [0.89, -3.67, -2.55], [-2.05, 4.19, -3.74], [-0.42, 4.40, -4.44], [-1.88, 4.77, -5.35], [-1.91, 2.59, -6.18], [-2.27, 2.11, -4.55], [-0.33, 0.83, -5.32], [0.46, 2.29, -5.80], [-0.94, 0.85, -3.22], [-0.29, 3.25, -1.98], [-1.77, 2.33, -1.91], [-0.58, 3.30, 1.41], [-1.99, 2.37, 1.22], [-1.20, 4.74, -0.68], [1.06, 3.49, 0.07], [1.71, 2.33, -0.96], [3.10, -0.53, 0.32], [5.44, -0.97, 0.01], [7.13, 0.83, 0.44], [6.37, 3.06, 1.13], [3.98, 3.54, 1.43], [-1.60, -0.42, 1.75], [-0.58, 0.89, 2.09], [0.44, -0.85, 3.03], [1.44, -0.62, 1.66], [0.64, -2.77, 0.69], [-0.79, -2.68, 1.81], [0.09, -5.02, 2.43], [-2.15, 0.09, -1.70], [-3.26, 0.77, 1.03], [-3.42, 1.63, -0.50], [-4.60, -0.50, -1.38], [-5.45, 0.59, -0.30], [-4.83, -0.90, 0.34], [1.33, -0.13, -0.31], [0.26, -1.36, -0.87], [0.83, -0.62, -4.35], [2.22, -1.84, -2.06], [2.40, -1.81, -5.00], [2.66, -3.44, -4.37], [3.65, -2.12, -3.81], [-5.86, 4.31, -0.30], [-7.09, 4.94, 0.31], [-8.11, 4.01, -0.04], [-7.52, 2.80, -0.16], [-8.09, 1.75, -0.20], [-6.18, 2.92, -0.23], [-7.37, 6.15, -0.23], [-5.74, 4.61, -1.35], [-4.95, 4.53, 0.23], [-7.06, 5.04, 1.40], [10.57, -1.96, -0.67], [10.03, -1.18, 0.50], [8.89, -0.54, -0.06], [8.45, -1.34, -1.08], [7.38, -1.22, -1.58], [9.38, -2.26, -1.41], [10.90, -0.25, 0.93], [11.24, -1.36, -1.29], [11.08, -2.88, -0.38], [9.71, -1.80, 1.34], [2.35, -4.99, 6.41], [2.31, -4.64, 7.88], [3.32, -5.47, 8.41], [4.24, -5.68, 7.43], [5.33, -6.10, 7.60], [3.73, -5.32, 6.22], [1.12, -4.97, 8.44], [1.74, -5.86, 6.18], [2.05, -4.17, 5.77], [2.53, -3.60, 8.10], [-8.88, -1.18, 0.16], [-9.73, -1.50, 1.37], [-9.54, -2.90, 1.52], [-8.31, -3.19, 1.02], [-7.73, -4.21, 1.21], [-7.84, -2.16, 0.27], [-11.04, -1.24, 1.15], [-9.43, -1.33, -0.77], [-8.47, -0.17, 0.17], [-9.42, -0.99, 2.29]],
  "mulliken_charge": [-0.9373, -0.5709, -0.3181, -0.5362, 0.6313, -3.1049, 2.7781, -1.0853, -0.4256, -0.4601, -2.0206, -0.0010, -0.5880, 0.0125, 0.8325, -1.2320, -0.2757, -0.9741, -0.3540, 1.6674, -1.4410, -2.0091, -0.9342, 1.4390, -0.6412, -0.5876, -0.4818, 0.2835, -0.0929, 0.1702, -1.4255, -1.3005, -1.1032, 0.0548, 0.5934, -0.6057, -0.5366, 0.0238, 0.9877, -1.2653, -0.1339, 0.1125, 0.3017, 0.3928, 0.5732, 0.2129, 0.1429, 0.5902, 1.1020, 0.9717, 0.1339, 0.6230, 0.4419, 0.4191, 1.1255, 0.5843, 0.1925, 0.4707, 0.6134, 0.4184, 0.5135, 0.8761, 0.5505, 1.2024, 0.4850, 0.2105, 0.6878, 0.3780, 0.3445, 0.3602, -0.0746, 0.3577, 0.1992, 0.4644, -1.6919, 0.9776, 0.8151, -0.1365, 0.3120, 0.4481, 0.3305, -0.4375, 0.3198, -0.3545, 0.4549, -0.5326, -0.1069, -0.2821, 0.2048, 0.3688, 0.3108, -0.4780, 0.2737, -0.2717, 0.5988, -0.4734, -0.3337, -0.2642, 0.2883, 0.2810, 0.2995, -0.1260, 0.3349, -0.3077, 0.6341, -0.4992, -0.2970, -0.2764, 0.2371, -0.0144, 0.2856, 0.1339, 0.3255, -0.3270, 0.6612, -0.5035, -0.2794, -0.2752, 0.1847, -0.1156, 0.2942]
}

---

{
  "formula": "C3H8N2",
  "method": "the ωB97M-V functional and the def2-TZVPD basis",
  "gap_ha": 0.4045,
  "lumo_ev": 1.1659,
  "e_above_lowest_kcal_mol": 83.5,
  "smiles": "[H]/N=C/N.C=C",
  "homo_ev": -9.84,
  "species": ["H", "N", "C", "N", "H", "H", "H", "C", "C", "H", "H", "H", "H"],
  "coordinates": [[-0.49, -1.03, 0.70], [-0.19, -1.77, 1.33], [-1.14, -2.52, 1.76], [-1.04, -3.28, 2.97], [-2.02, -2.75, 1.07], [-0.44, -4.10, 2.81], [-0.47, -2.79, 3.68], [1.37, 3.25, -3.43], [0.97, 4.33, -2.62], [0.80, 2.74, -4.22], [2.44, 2.99, -3.64], [0.00, 4.90, -2.62], [1.63, 5.04, -2.19]],
  "mulliken_charge": [0.2467, -0.5812, 0.0546, -0.5963, 0.3010, 0.2556, 0.3194, -0.4446, -0.4733, 0.2389, 0.2109, 0.2230, 0.2452]
}

---

{
  "formula": "C5H12N2",
  "method": "the ωB97M-V functional and the def2-TZVPD basis",
  "gap_ha": 0.3639,
  "lumo_ev": 1.0144,
  "e_above_lowest_kcal_mol": 23.8,
  "smiles": "[H]/N=C\\NCCCC",
  "homo_ev": -8.89,
  "species": ["H", "N", "C", "N", "C", "C", "C", "C", "H", "H", "H", "H", "H", "H", "H", "H", "H", "H", "H"],
  "coordinates": [[-1.16, -3.63, 1.39], [-0.91, -3.02, 2.15], [-0.33, -1.97, 1.75], [-0.03, -1.49, 0.49], [1.00, -0.44, 0.34], [0.78, 0.24, -0.98], [-0.54, 1.03, -1.14], [-0.37, 2.47, -0.59], [0.08, -1.27, 2.49], [-0.65, -1.69, -0.28], [1.96, -0.96, 0.42], [0.88, 0.17, 1.23], [1.59, 0.87, -1.35], [0.74, -0.56, -1.73], [-0.79, 1.05, -2.20], [-1.34, 0.62, -0.52], [-0.65, 3.21, -1.34], [-0.94, 2.66, 0.31], [0.69, 2.70, -0.44]],
  "mulliken_charge": [0.2137, -0.6729, 0.1440, -0.2805, -0.5088, -1.0610, -0.2734, -1.1623, 0.2926, 0.2413, 0.3247, 0.3687, 0.4923, 0.3274, 0.3665, 0.2462, 0.3400, 0.2892, 0.3124]
}

---

{
  "formula": "C5H11NO",
  "method": "the ωB97M-V functional and the def2-TZVPD basis",
  "gap_ha": 0.3158,
  "lumo_ev": 0.9354,
  "e_above_lowest_kcal_mol": 63.7,
  "smiles": "C/C=C/C=C/N.O",
  "homo_ev": -7.66,
  "species": ["C", "C", "C", "C", "C", "N", "H", "H", "H", "H", "H", "H", "H", "H", "H", "O", "H", "H"],
  "coordinates": [[2.05, -2.33, 0.16], [1.01, -1.23, 0.13], [1.04, -0.32, 1.11], [-0.07, 0.66, 1.28], [0.19, 1.91, 1.78], [-0.79, 2.74, 2.38], [1.43, -3.19, 0.36], [2.58, -2.39, -0.79], [2.75, -2.12, 0.99], [0.14, -1.19, -0.63], [1.89, -0.42, 1.82], [-1.02, 0.42, 1.08], [1.23, 2.33, 1.83], [-0.62, 3.09, 3.30], [-1.63, 2.20, 2.33], [-3.28, -0.44, -5.65], [-3.91, -0.13, -6.33], [-2.98, 0.40, -5.14]],
  "mulliken_charge": [-0.9784, 0.1091, -0.3682, -0.7219, -0.0256, -0.5677, 0.2522, 0.3088, 0.2659, 0.2708, 0.2321, 0.4278, 0.3295, 0.2394, 0.2261, -0.6577, 0.3254, 0.3323]
}

---

| no. | E_tot (eV) |
| --- | --- |
| 1 | -44935.048 |
| 2 | -143468.191 |
| 3 | -6218.227 |
| 4 | -8359.105 |
| 5 | -8898.935 |